159
Properties=species:S:1:pos:R:3:forces:R:3:lowdin_charge:R:1 method="wB97M-V/def2-TZVPD" charge=-1 lumo_energy_ev=1.75 gap_ev=6.88 max_force_ev_per_a=2.794
S -6.21039 -2.31406 -1.84495 -0.2 0.1 0.2 0.60
P -3.25108 -0.48104 -4.32923 1.1 2.4 -0.9 0.70
Si -2.10073 -4.10904 -5.14080 -0.4 0.2 -0.1 0.57
O -3.20527 2.67819 -6.52581 -0.2 -0.2 0.0 -0.09
O 5.36016 2.37282 10.76923 -0.2 0.1 0.0 -0.20
O 5.68571 5.41683 12.51558 0.1 0.0 -0.1 -0.20
O -0.05657 0.27280 -2.58106 0.4 -0.2 0.1 -0.13
O 3.87975 1.68090 -9.59717 0.0 0.1 0.1 -0.19
O 1.68348 -0.64556 -8.13231 0.1 -0.1 0.1 -0.19
O 4.60374 2.38210 1.41113 0.1 0.2 0.0 -0.20
O -5.53009 1.20740 -3.78261 0.0 0.0 0.3 0.09
O -3.98496 1.05838 -1.96227 -0.1 0.2 -0.1 0.01
O -2.26692 -0.92887 -3.01684 -0.8 -0.9 0.0 -0.20
O 4.24748 0.44981 -6.78093 0.0 0.0 0.0 -0.13
O 4.71074 5.16026 9.59053 0.0 0.0 0.0 -0.13
O 3.66375 3.71819 4.50605 0.1 -0.1 0.0 -0.19
O 6.58785 3.23310 3.62504 0.0 0.0 0.0 -0.13
O -2.27703 -1.46943 -5.34361 -0.1 -0.1 0.2 -0.32
N -4.49115 -2.10232 -4.03200 -0.1 -0.2 0.3 0.03
C 5.90319 4.39133 9.56625 0.1 0.0 -0.1 -0.18
C 5.05441 1.18997 -8.98006 -0.1 0.0 -0.1 -0.21
C -4.06714 -5.61070 0.88159 -0.6 0.0 -0.3 -0.19
C 5.76556 1.71943 1.86858 -0.2 0.0 0.0 -0.21
C 2.93755 3.57335 5.70377 0.0 0.0 -0.1 -0.11
C -3.13973 -3.87150 -6.68713 0.0 -0.4 0.2 -0.18
C -5.04199 -0.47021 3.09292 0.4 -0.4 -0.2 -0.25
C 0.11318 0.21060 -1.18632 0.1 0.3 0.2 -0.25
C -1.24768 -1.84308 -3.24382 2.2 1.0 0.2 -0.43
C -7.73634 -2.78541 1.81053 -0.1 0.0 0.3 -0.21
C -3.40161 -5.09479 -0.41077 0.6 -0.3 0.5 -0.20
C -5.22323 -2.17882 -3.11896 -0.1 -0.4 -0.1 -0.91
C 3.99369 5.18884 10.81363 -0.1 0.0 0.0 -0.18
C -4.87609 1.86211 -1.19939 0.2 0.0 0.0 -0.08
C -2.27747 1.09919 -4.85364 -0.4 0.0 -0.3 -0.20
C 4.73315 0.04324 -8.04710 0.1 -0.1 0.1 -0.19
C -5.02313 -1.39620 4.32219 -0.2 0.4 0.3 -0.11
C 6.50461 6.31065 13.23058 0.0 -0.1 0.0 -0.12
C -5.74580 -4.35222 2.32892 0.0 -0.4 0.1 -0.23
C 4.07068 2.94866 -10.17455 0.0 -0.1 0.0 -0.12
C -2.24559 -2.83650 -1.07077 0.2 -0.1 0.3 -0.18
C 4.79609 4.55039 4.67092 -0.2 0.0 -0.1 -0.21
C -5.95980 -0.89747 1.94104 -0.5 0.2 0.3 -0.21
C -2.28296 -4.06567 -0.13607 0.2 0.0 -0.5 -0.18
C -7.20775 -3.99130 2.59694 0.2 0.3 -0.2 -0.21
C 5.66733 2.90056 9.49099 0.1 -0.1 0.2 -0.21
C 5.98208 1.98030 3.34182 0.1 -0.1 0.0 -0.18
C 1.55278 -0.10390 -0.73724 -0.6 -0.1 0.5 -0.07
C 1.06630 -1.91325 -8.16211 -0.1 0.0 -0.1 -0.11
C 4.61402 6.07790 11.86731 0.0 -0.1 0.1 -0.21
C -1.09223 -2.86392 -2.08948 -0.8 -0.2 0.4 -0.11
C 5.75761 4.37909 3.51695 0.1 0.1 0.0 -0.18
C 1.87782 -0.21439 -6.79562 -0.1 0.1 -0.2 -0.21
C -7.36647 -1.40029 2.35869 0.1 0.1 -0.5 -0.20
C 4.55556 2.45670 0.00348 -0.1 0.0 0.0 -0.11
C -5.53445 -5.13532 1.03697 0.4 0.1 0.1 -0.20
C -2.46919 1.46249 -6.33212 0.5 0.1 0.0 -0.31
C 2.89705 0.89760 -6.72959 0.0 0.1 0.1 -0.17
C -0.70649 -5.28493 -5.64875 0.1 0.6 0.3 -0.19
C 0.08072 -0.95589 -3.25187 -0.3 0.1 -0.5 -0.14
C -1.38254 -2.37475 -4.69278 -1.4 -0.5 -0.6 -0.30
C 4.78645 1.08923 10.68599 0.1 0.0 0.1 -0.11
C -3.20405 -4.92678 -3.85935 0.1 -0.4 -0.4 -0.17
B -4.35787 0.68437 -3.21927 0.0 -0.8 0.5 -0.71
H 4.84354 2.70131 8.79348 0.0 0.0 0.0 0.12
H -2.63866 1.96752 -4.28753 0.1 0.0 0.1 0.09
H 5.31031 4.30826 5.61074 0.0 0.0 0.0 0.12
H 2.21769 -1.05815 -6.18063 0.0 0.1 0.1 0.13
H 4.97033 7.00280 11.39601 0.0 0.0 0.0 0.13
H 0.08439 -1.89781 -7.67394 0.0 0.0 0.0 0.08
H -5.38692 -4.97220 3.15899 0.0 0.0 0.0 0.11
H 4.56751 1.45644 -0.44383 0.0 0.0 -0.1 0.08
H 2.07374 2.94578 5.49463 0.0 0.0 0.0 0.09
H -2.09811 -1.96979 -0.42395 -0.1 0.2 -0.2 0.10
H -8.82750 -2.85635 1.80235 0.0 0.0 -0.1 0.10
H -4.38635 2.09081 -0.25381 0.0 -0.1 0.1 0.08
H 6.64408 2.06136 1.30581 0.0 0.0 0.0 0.13
H 3.01945 5.61148 10.55949 0.0 0.0 0.0 0.13
H -2.92678 0.64203 -6.89146 -0.1 0.0 0.0 0.09
H -4.14854 -4.68107 -1.08269 -0.1 0.0 0.0 0.07
H 2.79587 1.37914 -5.75531 0.0 0.0 0.0 0.13
H -0.58343 -0.48666 -0.71165 -0.1 -0.1 -0.2 0.10
H -3.48623 -5.30732 1.75525 0.0 0.0 0.0 0.09
H -8.09113 -0.70921 1.92220 -0.1 0.1 0.2 0.10
H 6.97501 7.03894 12.55913 0.0 0.0 0.0 0.09
H -5.53777 -0.92531 5.16311 -0.1 -0.1 0.0 0.07
H -0.45623 -2.29599 -5.27847 0.4 -0.1 0.5 0.10
H 1.60939 -1.12153 -0.34773 0.3 -0.1 -0.3 0.06
H 3.83344 4.18173 11.20521 0.1 0.0 0.1 0.12
H -4.05126 2.54803 -6.08031 0.0 0.1 0.0 0.07
H -5.48942 -1.64137 1.29951 0.1 0.0 0.1 0.08
H 6.41259 4.69035 8.64775 0.0 0.0 0.0 0.13
H 0.08141 -5.28492 -4.89136 0.0 -0.2 0.0 0.02
H 2.59385 4.54467 6.07860 0.0 0.0 0.1 0.09
H -5.09823 2.80399 -1.70169 -0.1 0.0 -0.1 0.09
H 2.69916 1.64710 -7.49865 0.0 -0.1 -0.1 0.12
H 7.28334 5.72608 13.71645 0.0 0.0 0.0 0.09
H 5.64426 0.63769 1.71205 0.1 0.0 0.0 0.13
H 6.57640 2.40895 9.11661 0.0 0.0 -0.1 0.13
H 5.46123 0.38155 10.18971 0.0 0.0 0.0 0.09
H -7.35775 -3.80749 3.66535 -0.1 0.0 0.0 0.10
H -4.11576 -3.46876 -6.42064 0.1 0.3 0.0 0.02
H -5.09192 -3.47965 2.30501 -0.1 0.1 0.1 0.09
H 0.92191 0.15190 -6.39605 0.0 -0.1 0.1 0.12
H 0.30383 -0.68021 -4.28329 -0.1 0.1 0.0 0.09
H -6.10724 -0.01811 1.31165 0.2 -0.1 -0.2 0.09
H -4.13781 -5.19807 -4.35891 0.0 0.0 0.0 0.04
H 3.55367 3.09020 6.47234 0.0 0.1 0.1 0.08
H 1.70249 -2.66083 -7.67112 -0.1 0.0 0.0 0.09
H 5.93397 6.84940 13.99695 0.0 0.0 0.0 0.09
H 4.46475 5.59811 4.70979 0.1 0.0 0.1 0.13
H -2.33049 -3.73478 0.90322 -0.2 0.1 0.0 0.09
H 6.44522 5.22752 3.53210 0.0 0.0 0.0 0.13
H -2.94443 -5.95007 -0.91118 -0.1 0.0 -0.2 0.10
H -2.75949 -5.86258 -3.51108 0.0 0.1 0.2 0.03
H 1.78763 0.54187 0.11087 0.2 0.1 -0.1 0.06
H -7.80862 -4.86514 2.32955 0.0 0.0 0.1 0.10
H -7.40642 -2.83980 0.76966 -0.1 -0.1 0.0 0.07
H 2.27894 0.05635 -1.53084 0.0 0.0 0.0 0.07
H 5.74288 0.83470 -9.76152 0.1 0.0 0.1 0.13
H -1.21099 1.03503 -4.64485 0.0 -0.2 0.3 0.07
H 6.55402 4.63696 10.40847 0.0 -0.1 0.1 0.12
H -5.52722 -2.34413 4.15042 0.1 -0.1 -0.1 0.04
H -2.64804 -3.23081 -7.41680 -0.1 0.0 -0.1 0.02
H -0.96216 -3.89448 -2.43854 0.0 0.1 -0.3 0.11
H 5.04756 1.85770 3.89380 -0.1 0.0 -0.1 0.12
H -4.02541 -0.42835 2.69437 0.0 0.1 -0.1 0.10
H 6.69168 1.23546 3.70849 0.0 0.0 0.0 0.13
H -5.27943 0.55035 3.39661 -0.1 0.0 0.1 0.10
H 5.54649 1.99020 -8.41182 0.0 0.0 0.0 0.13
H 3.62760 2.95308 -0.27203 0.0 0.0 0.0 0.09
H -5.79992 1.31488 -1.00911 -0.1 0.1 0.0 0.08
H 0.94174 -1.52835 -2.88309 0.0 -0.1 0.1 0.12
H -0.16332 1.19853 -0.81750 0.0 0.1 -0.1 0.12
H 3.13346 3.23987 -10.64450 0.0 0.0 0.0 0.09
H -1.07162 -6.29732 -5.81559 0.1 -0.1 0.0 0.02
H 4.33141 3.69431 -9.41366 0.0 0.0 0.0 0.09
H -6.24563 0.56645 -3.68829 0.0 0.0 -0.3 0.10
H 4.86004 2.92606 -10.93694 0.0 0.0 0.0 0.09
H 3.83528 1.11603 10.14140 0.0 0.0 0.0 0.09
H -0.26788 -4.89538 -6.57067 0.0 -0.1 -0.1 0.02
H -6.19601 -6.00463 1.01356 -0.1 0.1 0.0 0.11
H -1.31845 -4.57787 -0.22653 0.0 0.0 0.1 0.10
H -0.19569 -2.62668 -1.51374 0.2 -0.1 -0.1 0.10
H -4.13602 -0.24172 -5.42751 0.0 -0.5 -0.1 0.05
H -3.19942 -2.67745 -1.56539 -0.1 -0.1 0.0 0.07
H -3.46997 -4.28288 -3.03370 0.1 0.0 0.1 -0.02
H -4.00734 -1.58470 4.66772 0.0 -0.1 -0.1 0.07
H -4.07673 -6.70274 0.89177 0.1 0.0 0.0 0.10
H -3.31868 -4.86696 -7.10940 0.1 0.0 -0.2 0.03
H 4.05245 -0.66351 -8.52788 -0.1 0.1 -0.1 0.12
H 5.39686 3.04125 -0.38784 0.0 -0.1 0.0 0.09
H -1.49736 1.64943 -6.79596 0.0 0.1 -0.1 0.10
H 0.93583 -2.19655 -9.20530 0.0 0.0 0.0 0.09
H 5.22210 4.39429 2.56521 -0.1 -0.1 0.1 0.12
H -7.50351 -1.35190 3.44162 0.0 -0.1 0.0 0.10
H 4.60002 0.74552 11.70151 0.0 0.0 0.0 0.09
H 3.84963 6.33286 12.61542 0.0 0.1 -0.1 0.13
H 5.66991 -0.47848 -7.83641 0.0 0.0 0.0 0.12
H -5.78738 -4.50209 0.18484 -0.1 0.0 0.0 0.07